Entry 1:
Molecular formula: C24H24AsNO5V
Method: DFT, the ωB97M-V functional and the def2-TZVPD basis

Element x y z (Å)
V (-1.6104, -0.4138, 0.0370)
O (-3.2566, -1.7029, 0.1708)
C (-4.4419, -0.9865, 0.6506)
C (-4.5026, 0.3502, -0.0400)
N (-3.2392, 1.1089, 0.1991)
C (-2.9725, 2.0581, -0.9061)
C (-2.4368, 1.2797, -2.0881)
O (-2.4270, 1.5607, -3.2245)
O (-1.8709, 0.0693, -1.5971)
C (-3.1781, 1.7249, 1.5468)
C (-2.0621, 1.1176, 2.3673)
O (-1.5847, 1.5200, 3.3571)
O (-1.6148, -0.0710, 1.7180)
H (-3.4746, -2.2386, -0.6049)
H (-4.3148, -0.9114, 1.7287)
H (-5.3276, -1.5853, 0.4532)
H (-5.3638, 0.9299, 0.3002)
H (-4.6096, 0.2053, -1.1158)
H (-2.1992, 2.7622, -0.5916)
H (-3.8563, 2.6226, -1.2045)
H (-4.1167, 1.5815, 2.0839)
H (-3.0039, 2.7978, 1.4822)
C (2.4581, 3.4648, 1.9981)
C (2.5374, 3.3688, 0.6166)
C (2.0739, 2.2334, -0.0341)
C (1.5384, 1.1912, 0.7182)
C (1.4382, 1.2892, 2.1037)
C (1.9067, 2.4287, 2.7406)
As (0.8895, -0.3710, -0.1924)
C (1.4144, -1.9869, 0.7041)
C (1.0155, -2.2201, 2.0214)
C (1.4283, -3.3780, 2.6635)
C (2.2182, -4.3004, 1.9906)
C (2.5875, -4.0773, 0.6720)
C (2.1841, -2.9224, 0.0170)
C (1.6958, -0.3826, -1.9188)
C (3.0885, -0.2891, -1.9360)
C (3.7538, -0.2964, -3.1510)
C (3.0352, -0.3963, -4.3369)
C (1.6526, -0.4974, -4.3117)
C (0.9725, -0.4928, -3.1000)
H (2.8266, 4.3503, 2.4987)
H (2.9670, 4.1760, 0.0385)
H (2.1411, 2.1698, -1.1113)
H (1.0214, 0.4916, 2.7025)
H (1.8448, 2.5027, 3.8181)
H (0.3891, -1.5191, 2.5571)
H (1.1347, -3.5580, 3.6887)
H (2.5415, -5.2012, 2.4950)
H (3.1950, -4.8027, 0.1477)
H (2.4729, -2.7610, -1.0119)
H (3.6554, -0.2139, -1.0159)
H (4.8328, -0.2232, -3.1707)
H (3.5595, -0.3974, -5.2834)
H (1.0971, -0.5810, -5.2360)
H (-0.1037, -0.5769, -3.1042)

Computed properties:
Max |F| = 1.62 eV Å⁻¹
Orbital gap (alpha / beta) = 6.34 / 6.55 eV
E_tot = -4539.132685 hartree
Charge = +2
2S+1 = 2
LUMO level (alpha / beta) = -8.29 / -8.20 eV
Energy above the lowest of the compared OMol25 structures with the same formula, charge and spin = 0.0 kJ/mol
⟨S²⟩ = 0.757

Mulliken charges, unit e, in atom order: 0.57 -0.45 -0.51 -0.76 0.09 -0.56 0.44 -0.42 -0.23 -0.66 0.57 -0.42 -0.28 0.35 0.25 0.55 0.51 0.35 0.48 0.40 0.37 0.51 -0.57 -0.78 -0.45 1.01 -0.27 -0.88 1.29 0.99 0.16 -1.01 -0.56 -0.79 -0.50 0.19 -0.30 -0.80 -0.54 -0.70 -0.69 0.43 0.44 0.46 0.26 0.47 0.11 0.46 0.41 0.44 0.42 0.55 0.43 0.43 0.44 0.31

***

Entry 2:
Molecular formula: Br2O2S
Method: DFT, the ωB97M-V functional and the def2-TZVPD basis

Element x y z (Å)
O (1.5730, 0.0471, 1.5549)
O (0.5780, -0.1454, -1.6668)
S (0.2713, -0.1576, -0.2832)
Br (-0.8854, 1.7162, 0.1447)
Br (-1.5368, -1.4603, 0.2504)

Computed properties:
Max |F| = 4.16 eV Å⁻¹
Orbital gap (alpha / beta) = 7.69 / 7.69 eV
E_tot = -5696.476813 hartree
Charge = 0
LUMO level (alpha / beta) = -3.46 / -3.46 eV
Energy above the lowest of the compared OMol25 structures with the same formula, charge and spin = 519.1 kJ/mol

Mulliken charges, unit e, in atom order: -0.33 -0.31 0.54 0.06 0.04

***

Entry 3:
Molecular formula: C5H10O
Method: DFT, the ωB97M-V functional and the def2-TZVPD basis

Element x y z (Å)
C (1.8439, -0.0519, -0.0333)
C (0.4541, 0.5649, 0.1075)
C (-0.4730, 0.2192, -1.0879)
C (-1.6668, -0.4518, -0.4028)
O (-1.1238, -1.0656, 0.7499)
C (-0.2954, -0.0633, 1.3052)
H (2.3241, 0.2206, -0.9799)
H (2.4994, 0.2654, 0.7866)
H (1.7588, -1.1452, 0.0029)
H (0.5419, 1.6515, 0.2239)
H (-0.7690, 1.0987, -1.6684)
H (0.0234, -0.4799, -1.7708)
H (-2.1721, -1.2180, -0.9957)
H (-2.4014, 0.3125, -0.1009)
H (-0.9169, 0.6778, 1.8332)
H (0.3729, -0.5348, 2.0305)

Computed properties:
Max |F| = 0.29 eV Å⁻¹
Orbital gap = 10.91 eV
E_tot = -271.735720 hartree
Charge = 0
SMILES = C[C@H]1CCOC1
LUMO level = 1.13 eV
Energy above the lowest of the compared OMol25 structures with the same formula, charge and spin = 44.4 kJ/mol

Mulliken charges, unit e, in atom order: -1.64 0.61 -0.77 -0.44 -0.39 -0.73 0.39 0.38 0.38 0.34 0.32 0.29 0.33 0.27 0.31 0.35

***

Entry 4:
Molecular formula: C37H39AsN4O9SW
Method: DFT, the ωB97M-V functional and the def2-TZVPD basis

Element x y z (Å)
W (-0.5469, -0.6247, -0.5347)
C (-1.3652, -0.1056, 2.7000)
N (-0.2616, -0.4628, 1.7632)
C (0.1981, -1.8224, 2.2056)
C (0.8043, 0.5519, 1.9920)
C (1.9245, 0.2424, 1.0729)
C (3.2415, 0.5327, 1.3835)
C (4.2481, 0.1691, 0.5043)
C (3.9235, -0.5068, -0.6642)
C (2.6047, -0.7862, -0.9684)
C (1.5586, -0.4150, -0.1064)
H (-0.9285, -0.0011, 3.6936)
H (-2.1000, -0.9006, 2.7307)
H (-1.8357, 0.8279, 2.4106)
H (0.3160, -1.8132, 3.2905)
H (1.1411, -2.0901, 1.7449)
H (-0.5684, -2.5511, 1.9445)
H (1.1032, 0.5263, 3.0427)
H (0.3616, 1.5338, 1.8004)
H (3.4809, 1.0323, 2.3142)
H (5.2805, 0.3940, 0.7354)
H (4.7046, -0.8186, -1.3451)
H (2.4070, -1.3051, -1.8955)
C (3.8003, -4.5646, -5.1371)
O (2.5822, -3.9557, -4.7028)
C (1.7848, -3.4157, -5.6488)
C (2.0692, -3.3540, -7.0084)
C (1.1572, -2.7658, -7.8754)
C (-0.0422, -2.2395, -7.4177)
C (-0.3391, -2.3093, -6.0657)
C (0.5717, -2.8866, -5.1956)
N (0.2881, -2.9608, -3.7948)
C (0.2957, -1.9106, -2.9919)
N (0.5793, -0.7091, -3.4928)
C (0.6190, 0.5994, -2.9362)
C (0.2111, 0.9876, -1.6482)
C (0.3865, 2.3034, -1.2405)
C (0.9307, 3.2325, -2.1029)
C (1.3496, 2.8632, -3.3757)
C (1.2088, 1.5503, -3.7897)
O (1.5756, 1.0706, -5.0013)
C (2.0775, 1.9965, -5.9698)
N (0.0935, -2.0926, -1.6443)
C (0.1046, -3.4022, -1.0469)
C (1.2122, -3.8909, -0.3648)
C (1.1501, -5.1301, 0.2476)
C (-0.0226, -5.8704, 0.1766)
C (-1.1328, -5.4030, -0.5151)
C (-1.0758, -4.1648, -1.1443)
O (-2.0591, -3.6264, -1.8871)
C (-3.3397, -4.2572, -1.8688)
H (4.2716, -4.9596, -4.2433)
H (4.4573, -3.8290, -5.6032)
H (3.6001, -5.3793, -5.8337)
H (2.9910, -3.7598, -7.3974)
H (1.3928, -2.7270, -8.9306)
H (-0.7460, -1.7961, -8.1076)
H (-1.2710, -1.9205, -5.6695)
H (0.1824, -3.8694, -3.3649)
H (0.7985, -0.7096, -4.4867)
H (0.0295, 2.6218, -0.2696)
H (1.0216, 4.2647, -1.7938)
H (1.7781, 3.6022, -4.0361)
H (2.2515, 1.4172, -6.8703)
H (3.0147, 2.4369, -5.6290)
H (1.3446, 2.7790, -6.1683)
H (2.1118, -3.2920, -0.3130)
H (2.0082, -5.5180, 0.7779)
H (-0.0746, -6.8363, 0.6614)
H (-2.0280, -6.0044, -0.5681)
H (-3.9981, -3.6028, -2.4331)
H (-3.7050, -4.3546, -0.8449)
H (-3.3017, -5.2369, -2.3466)
O (-2.6346, 0.2490, -4.5004)
As (-2.7167, 0.6992, -2.8168)
O (-2.4042, 2.2612, -2.5758)
O (-1.6530, -0.5056, -2.1452)
C (-4.3331, -0.1300, -2.2385)
C (-5.3897, -0.2347, -3.1284)
C (-6.5595, -0.8810, -2.7467)
C (-6.6758, -1.4185, -1.4763)
C (-5.6325, -1.3065, -0.5685)
C (-4.4579, -0.6697, -0.9557)
S (-3.2393, -0.5605, 0.3232)
O (-2.2316, -1.7002, 0.2384)
O (-3.9811, -0.5233, 1.5298)
O (-2.2819, 0.5840, 0.0635)
H (-2.4619, 1.0385, -5.0333)
H (-5.2970, 0.1806, -4.1226)
H (-7.3813, -0.9558, -3.4460)
H (-7.5879, -1.9140, -1.1728)
H (-5.7365, -1.6901, 0.4360)

Computed properties:
Max |F| = 0.61 eV Å⁻¹
Orbital gap = 5.82 eV
E_tot = -5030.042895 hartree
Charge = +2
LUMO level = -7.58 eV
Energy above the lowest of the compared OMol25 structures with the same formula, charge and spin = 7.2 kJ/mol

Mulliken charges, unit e, in atom order: 0.17 -1.58 0.03 -0.98 -1.35 1.53 -0.81 -0.89 -1.06 0.11 0.26 0.55 0.51 0.36 0.49 0.40 0.28 0.70 0.36 0.56 0.45 0.59 0.63 -1.01 -0.31 0.66 -0.60 -0.83 -1.03 0.20 -0.41 0.25 0.32 0.43 0.01 0.33 -0.67 -1.43 -0.42 0.99 -0.41 -1.03 1.29 -0.28 -0.44 -1.07 -0.89 -0.67 0.46 0.14 -1.31 0.23 0.41 0.40 0.46 0.43 0.47 0.50 0.34 0.36 0.44 0.50 0.54 0.28 0.36 0.42 0.56 0.53 0.48 0.55 0.20 0.49 0.47 -0.62 1.56 -0.86 -0.11 -0.06 -0.91 -0.65 -0.89 -0.63 0.09 2.04 -0.83 -0.63 -0.85 0.34 0.51 0.44 0.47 0.57